AgBrH4O2 as an isolated structure. Source: OMol25; level of theory: ωB97M-V/def2-TZVPD.

Output
- Molar mass: 223.80 g mol⁻¹
- Multiplicity: 3
- Kohn-Sham gap (alpha / beta): 7.07 / 6.30 eV
- LUMO level (alpha / beta): 0.32 / -4.98 eV

Positions of all 8 atoms, in Å:
Ag -19.957 0.314 -13.994
Br -18.626 0.487 -11.425
O -17.920 3.573 -9.982
H -17.392 3.482 -9.188
H -18.178 2.678 -10.203
O -18.628 -2.703 -10.763
H -18.417 -1.812 -11.043
H -19.024 -2.596 -9.899

Cartesian forces (eV/Å) of the 6 atoms listed first:
Ag -0.104 -0.017 -0.208
Br 0.066 0.277 0.052
O -0.014 0.240 -0.102
H 0.150 0.046 0.219
H -0.122 -0.177 -0.044
O -0.033 -0.355 -0.088